[1]
C2H6N2O as an isolated structure, computed with the ωB97M-V functional and the def2-TZVPD basis.

Summary:
2S+1: 1
F_max, Eh/bohr: 0.0877
Orbital gap, eV: 10.431
Relative energy (zero: lowest compared OMol25 entry of this formula, charge and spin), kJ/mol: 484.04
Total charge: 0

```
11
Properties=species:S:1:pos:R:3:forces:R:3:nbo_charge:R:1
C 1.634 -0.424 0.052 0.2 -1.2 -2.2 -0.493
C -0.176 1.051 0.026 1.1 -1.5 -0.4 0.230
H 1.736 -0.661 1.234 0.1 0.1 -3.1 0.225
H 2.745 -0.522 -0.692 -3.4 0.3 2.9 0.224
H 0.768 -1.193 -0.554 3.0 1.9 1.9 0.191
H -0.749 1.997 0.081 0.5 -0.6 -0.2 0.197
H -0.866 -0.950 0.564 0.5 2.0 -1.5 0.375
H -2.782 -0.244 -0.675 -0.7 -0.1 -0.5 0.469
N 1.123 0.982 -0.028 -2.2 -0.9 0.6 -0.457
N -1.025 -0.139 -0.134 0.5 -0.9 2.4 -0.386
O -2.408 0.102 0.127 0.5 0.8 0.1 -0.575
```
Forces are in eV/Å.

=====

[2]
One molecule with the formula C5H5NO2, computed with the ωB97M-V functional and the def2-TZVPD basis.

Summary:
2S+1: 1
F_max, Eh/bohr: 0.1436
Orbital gap, eV: 10.501
Relative energy (zero: lowest compared OMol25 entry of this formula, charge and spin), kJ/mol: 637.71
Total charge: 0

```
13
Properties=species:S:1:pos:R:3:forces:R:3:nbo_charge:R:1
C -2.090 -0.616 -1.922 3.3 0.2 3.3 -0.204
C -1.196 -0.181 -1.107 -5.2 -2.5 -4.6 -0.049
C -0.336 0.739 -0.368 -1.5 -0.8 0.7 -0.098
C 0.848 1.133 -1.130 -2.2 2.0 -4.6 0.422
O 0.840 1.578 -2.270 -0.2 -1.0 1.4 -0.484
O 0.062 0.339 0.948 -0.1 -0.1 1.2 -0.406
N 0.968 -0.774 1.097 -0.1 -0.2 -0.4 -0.137
C 1.068 -1.102 2.326 -1.3 -0.6 1.1 -0.138
H -2.810 -1.309 -2.508 1.7 1.8 1.3 0.270
H -1.017 1.634 -0.233 1.1 -0.7 0.3 0.271
H 1.667 1.177 -0.572 4.2 -0.1 2.5 0.128
H 1.627 -2.119 2.696 -1.2 3.0 -1.3 0.231
H 0.369 -0.499 3.041 1.5 -1.3 -0.8 0.194
```
Forces are in eV/Å.

=====

[3]
A 17-piece molecular cluster, C56H160N14O17 overall, computed with the ωB97M-V functional and the def2-TZVPD basis.

Summary:
2S+1: 1
F_max, Eh/bohr: 0.0633
Orbital gap, eV: 9.242
Relative energy (zero: lowest compared OMol25 entry of this formula, charge and spin), kJ/mol: 0.00
Total charge: 0

```
247
Properties=species:S:1:pos:R:3:forces:R:3:lowdin_charge:R:1
C -0.510 -5.705 -1.279 -1.6 0.0 0.7 -0.060
C -0.661 -5.455 -2.755 1.5 1.2 0.0 -0.413
C -0.361 -3.954 -2.994 0.2 -0.8 -0.1 -0.216
O -1.440 -3.212 -2.523 -0.7 -0.5 -0.3 -0.201
C -1.306 -1.901 -2.931 0.3 1.4 0.0 -0.121
N 0.260 -6.289 -3.519 0.6 0.1 -0.3 0.050
H 0.502 -5.602 -0.947 0.8 -0.2 0.0 0.056
H -0.927 -6.689 -1.025 0.3 0.2 0.2 0.089
H -1.068 -4.929 -0.705 0.1 -0.6 -0.4 0.083
H -1.656 -5.684 -3.091 -0.6 0.2 -0.1 0.134
H -0.174 -3.774 -4.061 -0.4 0.0 -0.3 0.117
H 0.554 -3.570 -2.504 0.0 -0.6 0.2 0.124
H -2.119 -1.317 -2.495 -0.1 0.0 -0.2 0.084
H -1.256 -1.773 -4.039 -0.3 -0.2 0.5 0.104
H -0.371 -1.512 -2.512 0.1 0.3 -0.1 0.066
H 1.115 -6.426 -2.972 -0.1 0.1 -0.4 0.045
H 0.514 -5.804 -4.395 -0.1 -0.6 0.6 0.079
C 1.551 5.912 -4.358 0.1 -1.1 1.5 -0.035
C 1.414 4.463 -4.822 1.9 0.2 2.7 -0.478
C 0.784 4.306 -6.126 -0.5 2.0 -1.5 -0.197
O -0.517 4.891 -6.079 0.6 -0.5 -1.0 -0.164
C -1.363 4.030 -5.423 -2.1 -0.4 1.4 -0.148
N 2.731 3.826 -4.846 0.3 -0.7 -0.8 0.070
H 2.080 5.928 -3.354 -0.8 0.0 -0.9 0.090
H 0.557 6.352 -4.268 0.3 0.3 -0.1 0.074
H 2.199 6.390 -5.030 0.7 1.2 -1.1 0.060
H 0.828 4.055 -4.023 -0.9 -0.9 0.3 0.099
H 0.726 3.287 -6.495 0.2 -0.3 0.0 0.121
H 1.319 4.962 -6.830 0.1 -0.6 -0.1 0.145
H -1.462 4.368 -4.357 0.0 -0.7 -0.5 0.086
H -1.061 2.955 -5.461 0.0 0.7 0.1 0.100
H -2.386 4.093 -5.844 0.5 0.0 0.0 0.086
H 2.622 2.864 -5.177 0.1 0.2 0.1 0.042
H 3.228 3.754 -3.965 -0.4 0.4 0.1 0.056
C 0.470 -1.846 0.207 0.1 -0.8 1.5 -0.034
C 0.378 -0.499 0.893 -0.9 0.9 -0.2 -0.395
C -0.374 0.510 0.009 -0.3 0.2 0.7 -0.198
O 0.367 0.767 -1.168 0.6 1.2 -0.1 -0.212
C -0.190 1.839 -1.944 0.1 -1.2 -0.3 -0.101
N -0.241 -0.480 2.269 -0.5 -1.5 -1.4 0.074
H 1.013 -1.846 -0.771 -0.4 0.2 1.0 0.085
H -0.549 -2.287 0.116 0.6 0.1 -0.1 0.088
H 1.030 -2.403 0.999 -0.2 -0.5 -1.1 0.071
H 1.377 -0.113 1.029 0.6 0.2 -0.4 0.085
H -0.518 1.404 0.669 0.0 -0.1 -0.8 0.126
H -1.353 0.127 -0.340 0.0 0.0 0.7 0.119
H -0.392 2.763 -1.416 0.4 0.3 0.6 0.064
H -1.179 1.501 -2.270 0.0 0.0 -0.6 0.076
H 0.488 2.038 -2.799 -0.5 -0.2 0.5 0.084
H 0.047 0.378 2.701 0.2 0.5 0.1 0.003
H 0.074 -1.276 2.847 0.1 0.5 -0.5 0.051
C 3.116 -4.638 4.419 0.3 0.2 0.5 -0.047
C 2.133 -3.992 3.473 -1.0 -0.1 -0.6 -0.419
C 1.059 -4.981 2.994 -0.4 2.1 0.6 -0.243
O 1.584 -5.983 2.216 0.5 -0.8 -1.1 -0.171
C 0.594 -6.945 1.940 -0.5 -0.9 1.5 -0.108
N 1.454 -2.815 4.078 -0.1 -0.6 0.0 0.077
H 2.585 -5.059 5.292 0.3 0.2 -0.2 0.088
H 3.809 -3.845 4.728 -0.1 -0.2 0.3 0.076
H 3.752 -5.414 3.992 -0.3 -0.1 -0.3 0.081
H 2.660 -3.594 2.621 0.3 -0.1 -0.5 0.087
H 0.223 -4.441 2.461 0.7 -0.4 0.4 0.127
H 0.685 -5.344 3.948 -0.7 -0.6 0.2 0.109
H 0.376 -7.474 2.910 -0.4 0.6 -0.7 0.107
H 0.928 -7.763 1.313 0.6 0.3 -0.5 0.072
H -0.317 -6.515 1.498 0.2 0.0 0.2 0.083
H 2.097 -2.503 4.782 0.2 0.7 0.3 0.043
H 0.609 -3.037 4.614 0.1 -0.3 -0.3 0.058
C 3.155 1.012 -8.222 -1.5 -0.5 0.3 -0.072
C 4.149 1.119 -7.082 -0.5 -1.3 -0.1 -0.427
C 3.636 0.229 -5.915 0.3 0.2 0.2 -0.216
O 2.353 0.702 -5.562 -0.1 -0.5 0.6 -0.242
C 1.641 -0.133 -4.647 0.4 -0.4 -0.8 -0.085
N 5.482 0.640 -7.521 0.1 1.3 0.6 0.036
H 2.087 1.150 -7.861 1.4 0.1 -0.4 0.091
H 3.212 -0.034 -8.516 -0.1 -0.2 -0.5 0.073
H 3.323 1.644 -9.092 0.3 0.1 0.2 0.076
H 4.132 2.162 -6.732 0.7 -0.3 0.0 0.130
H 4.363 0.406 -5.088 -0.4 -0.5 -0.1 0.123
H 3.555 -0.890 -6.129 0.4 1.3 -0.1 0.143
H 0.628 0.193 -4.745 -0.8 0.1 0.3 0.072
H 1.985 -0.069 -3.616 0.1 0.3 0.1 0.070
H 1.675 -1.206 -4.940 0.1 0.5 0.0 0.097
H 5.565 -0.364 -7.597 -0.4 -0.1 0.0 0.065
H 6.173 0.928 -6.830 0.0 -0.1 -0.3 0.067
C 3.944 -1.567 2.078 -0.4 0.0 -0.8 -0.044
C 4.487 -0.259 1.568 -1.9 0.4 -1.5 -0.378
C 4.403 -0.135 0.026 -0.9 0.9 1.5 -0.243
O 4.906 -1.226 -0.665 0.4 0.5 -0.3 -0.178
C 4.810 -0.858 -2.024 -0.8 -1.4 -0.3 -0.111
N 3.736 0.858 2.167 0.0 -1.7 0.9 0.079
H 4.342 -1.805 3.026 0.3 -0.1 1.3 0.068
H 4.169 -2.415 1.446 0.3 -0.1 -0.5 0.076
H 2.862 -1.538 2.148 -0.3 0.2 0.1 0.052
H 5.508 -0.165 1.768 1.7 0.2 0.9 0.117
H 4.903 0.840 -0.213 0.0 -0.6 -0.2 0.126
H 3.344 -0.021 -0.262 0.0 0.2 0.2 0.114
H 4.838 -1.829 -2.563 0.5 0.9 -0.2 0.100
H 5.574 -0.118 -2.278 0.1 -0.2 -0.3 0.092
H 3.805 -0.421 -2.201 0.4 -0.1 -0.1 0.072
H 2.723 0.720 2.112 0.6 0.3 -0.2 0.044
H 4.018 1.745 1.847 0.1 1.1 -0.5 0.019
C -5.893 -1.078 -3.735 -0.4 -0.1 0.6 -0.061
C -5.185 0.171 -4.228 -1.1 -1.1 -2.0 -0.444
C -5.735 0.218 -5.677 0.2 1.9 -0.4 -0.184
O -5.456 1.431 -6.434 0.7 -0.1 0.3 -0.203
C -4.046 1.684 -6.560 -0.1 -1.9 0.7 -0.106
N -5.457 1.397 -3.527 -0.7 -0.4 1.2 0.070
H -6.907 -1.154 -4.140 0.2 -0.2 -0.2 0.082
H -6.063 -1.043 -2.688 0.1 0.1 1.2 0.054
H -5.345 -2.001 -3.875 0.1 -0.1 -0.4 0.083
H -4.140 -0.029 -4.263 1.1 -0.1 0.0 0.108
H -6.834 0.189 -5.653 0.3 0.0 0.0 0.126
H -5.375 -0.614 -6.251 0.3 -0.7 -0.2 0.118
H -3.527 0.728 -6.819 -0.2 0.4 0.2 0.097
H -3.645 2.000 -5.586 0.0 0.2 -0.3 0.068
H -3.790 2.356 -7.364 -0.5 0.5 0.0 0.080
H -6.222 1.200 -2.868 0.5 0.4 -0.1 0.097
H -5.835 2.010 -4.212 -0.4 1.0 -0.5 0.058
C 3.531 -4.600 -1.054 -0.3 0.9 -0.6 -0.062
C 4.319 -5.822 -0.643 1.2 1.2 1.3 -0.464
C 3.573 -7.114 -0.689 -0.7 -1.1 -1.7 -0.183
O 3.222 -7.345 -2.082 -0.5 -0.1 0.5 -0.231
C 2.594 -8.605 -2.403 0.5 0.8 2.0 -0.091
N 5.606 -5.742 -1.321 1.6 -1.4 0.7 0.028
H 2.623 -4.566 -0.463 -0.5 0.1 -0.1 0.059
H 3.307 -4.623 -2.132 -0.3 -0.3 0.3 0.080
H 4.034 -3.610 -0.935 0.1 -1.0 0.4 0.070
H 4.537 -5.715 0.443 0.0 0.1 -0.4 0.145
H 2.690 -7.117 -0.032 -0.1 0.3 -0.3 0.102
H 4.195 -7.938 -0.323 0.3 0.0 -0.1 0.123
H 1.762 -8.817 -1.689 0.2 0.3 -0.6 0.091
H 3.341 -9.380 -2.199 -0.1 -0.3 -0.6 0.082
H 2.247 -8.506 -3.421 0.0 -0.4 -0.1 0.078
H 5.555 -5.767 -2.337 -0.2 -0.3 0.3 0.070
H 6.306 -6.457 -0.958 -1.4 1.2 -0.9 0.102
C -2.563 -3.530 2.655 0.0 0.3 -1.1 -0.067
C -4.054 -3.781 2.694 0.4 0.9 0.7 -0.400
C -4.726 -3.310 4.004 -0.2 -1.0 -0.4 -0.171
O -6.112 -3.666 3.790 0.8 -0.7 1.0 -0.210
C -6.981 -3.275 4.827 -0.6 0.6 -0.6 -0.118
N -4.559 -2.978 1.579 -0.5 0.3 -0.6 0.039
H -2.017 -4.057 3.414 0.4 -0.6 0.1 0.047
H -2.337 -2.466 2.774 -0.2 0.0 0.1 0.054
H -2.294 -3.753 1.585 0.4 -0.2 1.2 0.087
H -4.250 -4.882 2.589 -0.1 1.0 -0.2 0.155
H -4.692 -2.232 4.149 0.3 0.3 -0.2 0.111
H -4.218 -3.766 4.896 -0.8 -0.1 -0.5 0.132
H -7.017 -3.871 5.746 0.7 -0.2 -0.1 0.081
H -8.000 -3.342 4.403 0.4 0.3 0.2 0.093
H -6.713 -2.239 5.064 -0.5 0.0 0.3 0.085
H -5.553 -2.896 1.699 -0.7 -0.2 -0.2 0.077
H -4.258 -1.987 1.673 0.3 -0.9 0.2 0.068
C -0.862 2.168 4.907 -1.5 -0.1 0.1 -0.059
C 0.589 2.192 4.488 0.3 0.0 2.3 -0.459
C 1.308 0.921 4.974 -0.2 0.1 -1.1 -0.212
O 1.045 0.652 6.326 -0.5 0.9 0.4 -0.180
C 1.698 -0.479 6.825 0.2 -0.3 -0.6 -0.100
N 0.806 2.368 3.074 -0.1 2.2 -1.2 0.040
H -1.055 1.998 5.994 0.8 0.2 -0.7 0.087
H -1.434 1.351 4.436 0.2 0.5 -0.3 0.061
H -1.341 3.139 4.686 0.1 -0.4 -0.2 0.077
H 0.972 3.070 5.048 0.4 -0.4 0.0 0.137
H 2.349 1.102 4.743 0.8 -0.1 0.5 0.109
H 1.058 0.070 4.306 -0.2 0.2 0.6 0.105
H 1.192 -1.365 6.434 0.1 -0.3 0.0 0.056
H 1.694 -0.546 7.921 -0.1 0.5 -0.3 0.099
H 2.718 -0.439 6.443 0.4 -0.4 0.3 0.089
H 1.811 2.642 2.872 -1.5 -0.4 0.4 0.070
H 0.251 3.265 2.837 1.1 -1.8 -0.1 0.084
C -3.645 3.625 0.920 -0.1 -0.6 1.0 -0.058
C -3.976 3.632 -0.556 2.0 1.9 0.0 -0.415
C -3.385 4.980 -1.182 -1.1 -1.4 0.1 -0.186
O -1.979 4.952 -1.085 0.5 1.0 0.5 -0.227
C -1.392 6.085 -1.713 0.3 -0.3 -1.8 -0.116
N -3.419 2.459 -1.164 -0.3 -0.1 -1.6 0.053
H -3.798 4.579 1.441 0.1 0.0 -0.4 0.069
H -2.582 3.293 1.106 -1.1 0.3 -0.2 0.091
H -4.351 2.927 1.399 0.6 0.0 0.1 0.082
H -5.021 3.607 -0.763 -1.0 0.3 0.1 0.126
H -3.867 5.812 -0.618 0.5 -0.1 -0.6 0.125
H -3.597 4.994 -2.265 -0.5 0.3 0.3 0.118
H -0.334 5.881 -1.914 0.0 -0.1 0.7 0.074
H -1.491 7.081 -1.239 -0.3 -0.7 0.2 0.086
H -1.767 6.160 -2.766 -0.2 0.2 0.7 0.088
H -3.770 2.483 -2.151 0.7 -0.5 0.9 0.073
H -2.409 2.548 -1.147 -0.1 0.0 -0.2 0.025
C 2.391 3.352 -0.669 0.9 0.3 -0.5 -0.039
C 3.608 3.918 0.113 0.3 -0.2 -0.9 -0.409
C 4.345 5.052 -0.663 -1.2 -0.1 -1.1 -0.198
O 3.619 6.245 -0.499 -0.4 0.2 0.1 -0.226
C 4.365 7.410 -0.819 -0.6 -0.9 -0.6 -0.090
N 3.230 4.249 1.469 0.9 0.8 1.6 0.039
H 1.918 2.539 -0.134 0.0 -0.2 0.2 0.055
H 2.731 2.964 -1.658 -0.2 0.2 0.6 0.080
H 1.618 4.103 -0.872 0.3 0.1 0.2 0.071
H 4.359 3.128 0.262 -0.2 -0.1 -0.5 0.110
H 4.448 4.843 -1.785 0.0 -0.1 1.3 0.140
H 5.308 5.276 -0.263 1.2 -0.5 0.4 0.098
H 3.801 8.195 -0.369 -0.1 0.9 0.2 0.076
H 4.373 7.548 -1.922 0.4 0.0 0.6 0.098
H 5.364 7.346 -0.374 0.0 0.2 -0.3 0.089
H 4.074 4.393 2.076 -0.9 -0.4 -0.9 0.107
H 2.788 5.162 1.538 -0.2 -0.1 -0.4 0.057
C -1.253 -4.993 6.519 1.9 -0.5 -0.8 -0.049
C -0.710 -3.895 7.482 -0.7 -1.0 -1.8 -0.466
C -1.476 -2.640 7.253 -0.8 0.6 -0.3 -0.263
O -1.327 -2.249 5.912 -0.5 1.3 -0.2 -0.236
C -2.092 -0.985 5.691 1.1 -2.6 0.5 -0.015
N -0.808 -4.278 8.849 0.2 0.9 0.5 0.050
H -1.338 -4.615 5.482 -0.3 -0.1 0.6 0.046
H -2.187 -5.441 6.853 -0.1 0.2 0.1 0.073
H -0.480 -5.817 6.421 -0.9 0.6 0.4 0.085
H 0.295 -3.630 7.188 0.7 -0.2 0.0 0.124
H -1.113 -1.878 7.936 0.1 0.4 0.2 0.126
H -2.567 -2.738 7.409 0.1 -0.3 0.5 0.132
H -1.589 -0.235 6.287 -0.2 0.5 -0.1 0.070
H -3.119 -1.198 6.034 0.2 0.5 -0.4 0.093
H -1.970 -0.869 4.627 -0.4 0.6 -0.3 0.059
H -0.423 -5.192 9.011 -0.3 -0.3 0.2 0.075
H -1.794 -4.190 9.035 -0.1 -0.7 0.8 0.074
C -0.419 6.760 3.798 -0.2 -0.9 -0.1 -0.048
C -1.153 6.247 2.563 -0.4 -0.1 -1.4 -0.386
C -1.639 7.384 1.639 -1.4 -0.9 0.7 -0.219
O -2.348 8.373 2.372 0.2 -0.1 -0.7 -0.183
C -2.616 9.523 1.578 1.0 1.2 2.0 -0.107
N -0.287 5.365 1.694 0.9 0.4 1.7 0.061
H 0.240 7.554 3.526 0.6 0.7 -0.2 0.069
H 0.184 5.927 4.178 -0.1 0.1 0.2 0.072
H -1.070 7.137 4.597 0.0 -0.3 -0.4 0.088
H -1.997 5.636 2.885 -0.1 0.0 0.0 0.119
H -2.305 6.979 0.833 0.5 0.1 0.5 0.112
H -0.753 7.764 1.171 0.7 0.7 -0.4 0.109
H -2.823 10.334 2.330 -0.3 -0.7 -0.8 0.102
H -3.426 9.437 0.872 -0.3 -0.3 -0.3 0.078
H -1.688 9.871 1.099 -0.2 -0.3 -0.3 0.086
H 0.687 5.674 1.814 -0.5 -0.2 -0.1 0.058
H -0.470 5.403 0.703 -0.6 0.1 -0.1 0.033
O -4.283 -3.203 -1.428 0.3 -0.1 1.6 -0.092
H -4.337 -3.301 -0.433 -0.6 0.2 -0.6 0.022
H -3.382 -3.535 -1.523 0.3 0.1 -0.8 0.010
O -3.354 -0.125 2.303 -0.4 0.3 -1.0 -0.111
H -3.637 0.082 1.371 0.3 -0.2 0.9 0.021
H -2.383 -0.142 2.265 0.2 -0.1 -0.1 -0.016
O -4.283 -0.273 -0.555 -1.0 -2.7 0.7 -0.078
H -3.797 0.176 -1.213 0.8 1.3 -1.0 -0.038
H -4.340 -1.222 -0.886 0.1 1.2 0.5 0.035
```
Forces are in eV/Å.